*w*
C4H14N | ωB97M-V with the def2-TZVPD basis set

Geometry as ORCA input:
```
! RIJCOSX wB97M-V def2-TZVPD def2/J DEFGRID3
* xyz 0 2
C 1.249 0.527 -1.926
C 2.580 -0.067 -2.362
H 1.325 1.497 -1.421
H 0.470 0.535 -2.680
H 0.909 -0.110 -1.092
H 2.345 -1.014 -2.876
H 3.410 -0.203 -1.693
H 3.064 0.540 -3.136
C -0.867 0.027 1.406
C -1.816 -0.824 0.591
N -1.384 0.416 2.765
H 0.045 -0.567 1.434
H -0.544 0.940 0.898
H -2.785 -1.130 1.001
H -1.339 -1.734 0.212
H -1.272 -0.374 3.480
H -0.766 1.234 2.976
H -2.398 0.645 2.733
H -2.225 -0.335 -0.309
*
```

Results
HOMO energy (spin up / spin down) = -3.759 / -11.736 eV
Kohn-Sham gap (spin up / spin down) = 4.74 / 12.49 eV
E_LUMO (spin up / spin down) = 0.99 / 0.75 eV

These are the Mulliken partial charges, in e, on atoms 1 to 4: number 1, C, carries -0.576; number 2, C, carries -0.943; number 3, H, carries 0.320; number 4, H, carries 0.299


*x*
C4H14N | ωB97M-V with the def2-TZVPD basis set

Geometry as ORCA input:
```
! RIJCOSX wB97M-V def2-TZVPD def2/J DEFGRID3
* xyz 0 2
C 0.742 0.380 -1.100
C 1.303 -0.177 0.190
N 1.780 1.293 -1.713
H 0.669 -0.516 -1.751
H -0.227 0.861 -1.217
H 2.197 -0.693 -0.113
H 0.535 -0.858 0.535
H 2.512 0.691 -2.113
H 1.444 1.879 -2.510
H 2.258 2.036 -1.157
H 1.546 0.517 0.998
C -2.345 -0.422 0.748
C -1.368 -0.919 1.799
H -1.742 0.145 0.048
H -2.771 -1.081 -0.044
H -3.145 0.186 1.131
H -1.151 -0.095 2.476
H -0.543 -1.455 1.365
H -1.695 -1.772 2.428
*
```

Results
HOMO energy (spin up / spin down) = -3.659 / -11.516 eV
Kohn-Sham gap (spin up / spin down) = 4.60 / 12.29 eV
E_LUMO (spin up / spin down) = 0.95 / 0.77 eV

These are the Mulliken partial charges, in e, on atoms 1 to 4: number 1, C, carries -1.638; number 2, C, carries -0.676; number 3, N, carries -1.896; number 4, H, carries -0.242


Stability summary - winner: *w*; margin: 0.0143 hartree.